Record 1
{"formula": "C18H24FNO4", "method": "ωB97M-V/def2-TZVPD", "species": ["C", "C", "F", "N", "C", "O", "C", "C", "C", "C", "C", "C", "C", "O", "H", "H", "H", "H", "H", "H", "H", "H", "C", "C", "C", "O", "C", "H", "H", "H", "H", "H", "H", "H", "H", "C", "C", "C", "O", "C", "H", "H", "H", "H", "H", "H", "H", "H"], "coordinates": [[3.81, -0.52, 2.02], [2.44, -1.23, 1.73], [2.62, -1.97, 0.52], [1.93, -2.04, 2.84], [2.88, -2.40, 3.89], [3.16, -1.80, 4.88], [3.40, -3.77, 3.35], [4.65, -4.49, 3.53], [4.78, -5.76, 2.81], [3.70, -6.30, 1.96], [2.44, -5.56, 1.77], [2.33, -4.31, 2.48], [1.18, -3.24, 2.51], [0.01, -3.34, 2.29], [4.68, -1.21, 1.81], [3.86, -0.05, 3.03], [3.90, 0.30, 1.27], [1.70, -0.42, 1.49], [5.45, -4.06, 4.17], [5.72, -6.35, 2.88], [3.83, -7.26, 1.41], [1.61, -5.91, 1.13], [-0.96, 2.29, -1.13], [-0.37, 1.29, -2.11], [0.84, 0.79, -1.36], [0.52, 0.86, 0.04], [-0.69, 1.62, 0.20], [-2.02, 2.49, -1.30], [-0.42, 3.24, -1.20], [-1.08, 0.47, -2.28], [-0.12, 1.73, -3.08], [1.71, 1.43, -1.53], [1.11, -0.24, -1.62], [-1.49, 0.93, 0.47], [-0.56, 2.34, 1.01], [-5.52, 4.87, -3.58], [-6.10, 3.73, -2.78], [-4.95, 2.73, -2.78], [-3.74, 3.50, -2.85], [-4.07, 4.86, -3.16], [-6.02, 5.83, -3.40], [-5.60, 4.65, -4.65], [-6.30, 4.06, -1.75], [-7.02, 3.31, -3.19], [-4.98, 2.09, -3.67], [-4.93, 2.10, -1.89], [-3.92, 5.46, -2.25], [-3.40, 5.23, -3.94]], "molar_mass_g_mol": 337.39, "smiles": "C[C@@H](F)N1C(=O)c2ccccc2C1=O.C1CCOC1.C1CCOC1", "homo_energy_ev": -9.194, "orbital_gap_ev": 9.1, "relative_energy_ev": 3.984, "largest_force_ha_per_bohr": 0.0572, "spin_multiplicity": 1, "total_energy_ha": -1155.7770, "lumo_energy_ev": -0.08}

=====

Record 2
{"formula": "C5H15N2", "method": "ωB97M-V/def2-TZVPD", "species": ["C", "C", "N", "H", "H", "H", "H", "H", "C", "C", "N", "C", "H", "H", "H", "H", "H", "H", "H", "H", "H", "H"], "coordinates": [[1.30, 1.91, 0.91], [-0.60, 2.50, -0.23], [-0.01, 1.54, 0.40], [1.33, 2.14, 1.98], [1.67, 2.78, 0.34], [1.97, 1.06, 0.70], [-1.66, 2.39, -0.45], [-0.05, 3.40, -0.62], [1.12, -1.41, -1.65], [0.49, -1.80, -0.31], [-0.76, -1.02, -0.11], [-1.61, -1.45, 1.04], [1.33, -0.33, -1.66], [2.02, -1.94, -1.98], [0.32, -1.57, -2.39], [0.20, -2.87, -0.28], [1.13, -1.60, 0.55], [-1.29, -0.91, -0.98], [-0.41, -0.07, 0.16], [-1.86, -2.50, 0.97], [-2.50, -0.83, 1.04], [-1.03, -1.27, 1.96]], "molar_mass_g_mol": 103.19, "homo_energy_ev": -14.426, "orbital_gap_ev": 11.5, "relative_energy_ev": 1.274, "charge": 1, "largest_force_ha_per_bohr": 0.0544, "spin_multiplicity": 1, "total_energy_ha": -308.7459, "lumo_energy_ev": -2.95}

=====

Record 3
{"formula": "C9H10Cl6FeGe2N4O2S", "method": "ωB97M-V/def2-TZVPD", "species": ["Fe", "C", "C", "N", "N", "C", "N", "S", "C", "C", "C", "C", "C", "N", "H", "H", "H", "H", "H", "H", "H", "H", "H", "Cl", "Ge", "Cl", "Cl", "O", "C", "O", "H", "Cl", "Ge", "Cl", "Cl"], "coordinates": [[0.43, 1.05, 0.43], [1.65, -2.02, 3.08], [1.10, -0.83, 2.38], [1.26, -0.59, 1.13], [1.94, -1.48, 0.34], [2.14, -0.99, -0.85], [2.77, -1.74, -1.77], [1.75, 0.66, -1.33], [0.28, 0.17, 3.09], [-0.04, 0.10, 4.43], [-0.84, 1.10, 4.98], [-1.28, 2.14, 4.18], [-0.92, 2.15, 2.84], [-0.16, 1.19, 2.33], [2.33, -2.56, 2.43], [0.84, -2.69, 3.38], [2.18, -1.71, 3.98], [2.97, -2.70, -1.54], [2.75, -1.46, -2.73], [0.32, -0.73, 5.02], [-1.11, 1.06, 6.02], [-1.90, 2.93, 4.57], [-1.23, 2.93, 2.16], [-2.14, 1.14, -4.71], [-0.30, 0.92, -3.59], [0.79, 2.75, -3.98], [0.81, -0.68, -4.61], [2.28, 2.14, 1.41], [1.79, 3.14, 0.86], [0.70, 3.06, 0.20], [2.29, 4.11, 0.91], [-3.06, -1.31, -1.75], [-1.46, -0.85, -0.32], [-2.53, -1.23, 1.62], [-1.75, 1.54, -0.37]], "molar_mass_g_mol": 652.05, "homo_energy_ev": [-8.452, -8.827], "orbital_gap_ev": [6.5, 6.5], "largest_force_ha_per_bohr": 0.0262, "spin_multiplicity": 5, "total_energy_ha": -9295.6137, "lumo_energy_ev": [-1.99, -2.30]}

=====

Record 4
{"formula": "C8H11NOS", "method": "ωB97M-V/def2-TZVPD", "species": ["C", "C", "C", "C", "C", "C", "S", "N", "O", "C", "C", "H", "H", "H", "H", "H", "H", "H", "H", "H", "H", "H"], "coordinates": [[2.67, -0.40, 0.01], [1.40, 0.35, -0.18], [1.46, 1.77, -0.18], [0.25, 2.45, -0.09], [-0.94, 1.80, 0.03], [-1.02, 0.46, -0.18], [-2.59, -0.42, -0.13], [-2.80, -1.76, 0.57], [-3.58, 0.65, -0.01], [0.18, -0.34, -0.13], [0.11, -1.80, -0.07], [3.39, 0.37, 0.09], [2.58, -0.96, 0.90], [2.97, -1.05, -0.75], [2.45, 2.21, -0.40], [0.26, 3.52, 0.14], [-1.95, 2.33, 0.14], [-2.43, -0.78, -1.42], [-2.71, -1.73, 1.66], [-0.97, -2.15, 0.01], [0.73, -2.30, -0.84], [0.53, -2.23, 0.83]], "molar_mass_g_mol": 169.25, "smiles": "Cc1cccc([S@@H](=N)=O)c1C", "homo_energy_ev": -9.336, "orbital_gap_ev": 9.7, "relative_energy_ev": 2.964, "largest_force_ha_per_bohr": 0.0755, "spin_multiplicity": 1, "total_energy_ha": -839.5059, "lumo_energy_ev": 0.40}

=====

Record 5
{"formula": "C8HN7", "method": "ωB97M-V/def2-TZVPD", "species": ["C", "C", "C", "C", "C", "C", "C", "C", "N", "N", "N", "N", "N", "N", "N", "H"], "coordinates": [[-1.00, -2.09, 1.04], [-1.70, -0.52, -1.62], [-1.88, 0.85, 0.19], [2.62, 0.57, -0.71], [0.35, 2.37, 0.62], [1.04, -0.87, 0.46], [-0.36, -1.02, 0.40], [-0.95, 0.04, -0.49], [-1.45, -3.00, 1.57], [-2.10, -1.00, -2.58], [-2.46, 1.57, 0.82], [3.69, 0.89, -0.97], [0.83, 2.67, 1.61], [1.36, 0.08, -0.52], [0.27, 0.67, -1.01], [1.74, -1.21, 1.18]], "molar_mass_g_mol": 195.15, "homo_energy_ev": [-10.639, -11.454], "orbital_gap_ev": [6.8, 7.9], "relative_energy_ev": 3.332, "largest_force_ha_per_bohr": 0.0750, "spin_multiplicity": 1, "total_energy_ha": -688.4321, "lumo_energy_ev": [-3.87, -3.59]}

=====

Record 6
{"formula": "C4H15N5", "method": "ωB97M-V/def2-TZVPD", "species": ["H", "N", "C", "N", "C", "N", "H", "H", "H", "H", "H", "H", "C", "C", "N", "N", "H", "H", "H", "H", "H", "H", "H", "H"], "coordinates": [[-2.21, 2.47, 1.27], [-1.23, 2.34, 1.04], [-1.04, 1.55, 0.05], [0.25, 1.35, -0.42], [1.32, 2.21, 0.03], [0.34, 0.82, -1.72], [-1.79, 1.29, -0.72], [2.23, 1.61, 0.18], [1.53, 3.00, -0.69], [1.01, 2.64, 0.98], [1.20, 0.27, -1.79], [0.39, 1.57, -2.42], [1.00, -2.29, -0.10], [0.39, -1.46, 1.04], [-1.04, -1.27, 1.01], [-1.71, -2.13, 0.12], [2.08, -2.34, 0.03], [0.60, -3.29, -0.09], [0.80, -1.82, -1.06], [0.65, -1.91, 2.00], [0.80, -0.40, 0.94], [-1.23, -0.18, 0.77], [-2.68, -2.21, 0.41], [-1.66, -1.81, -0.85]], "molar_mass_g_mol": 133.20, "smiles": "[H]/N=C/N(C)N.CCNN", "homo_energy_ev": -8.370, "orbital_gap_ev": 9.1, "relative_energy_ev": 2.787, "largest_force_ha_per_bohr": 0.0764, "spin_multiplicity": 1, "total_energy_ha": -435.0660, "lumo_energy_ev": 0.77}